{
  "formula": "C3H3AgO3",
  "method": "wB97M-V/def2-TZVPD",
  "species": ["C", "C", "O", "O", "C", "H", "H", "H", "O", "Ag"],
  "coordinates": [[-1.17, 0.32, -0.23], [1.17, 0.28, -0.42], [-0.10, 0.33, -1.00], [-1.30, -0.57, 0.65], [1.72, -0.91, -0.13], [1.78, 1.15, -0.65], [1.97, -0.30, 0.91], [1.09, -1.77, 0.11], [-2.06, 1.22, -0.35], [-3.11, 0.26, 1.11]],
  "lowdin_charge": [-0.6793, -0.1777, 0.1061, 0.0654, 0.0766, 0.1435, 0.1634, 0.0683, 0.0823, 1.1514],
  "relative_energy_kj_mol": 417.3,
  "homo_energy_ev": [-13.727, -13.690],
  "homo_lumo_gap_ev": [7.5, 4.8],
  "charge": 1,
  "multiplicity": 2
}

{
  "formula": "C10H38AgO18P",
  "method": "wB97M-V/def2-TZVPD",
  "species": ["Ag", "P", "O", "O", "O", "O", "O", "H", "H", "O", "H", "H", "O", "H", "H", "O", "H", "H", "C", "C", "O", "O", "H", "H", "H", "H", "H", "H", "C", "C", "O", "O", "H", "H", "H", "H", "H", "H", "C", "C", "O", "O", "H", "H", "H", "H", "H", "H", "C", "C", "O", "O", "H", "H", "H", "H", "H", "H", "C", "C", "O", "O", "H", "H", "H", "H", "H", "H"],
  "coordinates": [[2.49, -1.74, 0.86], [0.61, -0.19, -0.58], [0.97, 1.31, -0.64], [0.58, -0.62, 0.96], [1.79, -1.10, -1.08], [-0.64, -0.49, -1.44], [-1.25, 0.54, 2.19], [-1.85, 0.67, 1.45], [-0.46, 0.18, 1.80], [2.20, -3.06, -2.67], [2.00, -2.34, -2.08], [1.35, -3.47, -2.84], [2.97, 0.55, 1.23], [2.20, 0.80, 0.71], [3.44, 1.37, 1.35], [-2.47, 1.06, -0.25], [-2.01, 1.89, -0.19], [-1.96, 0.54, -0.87], [-1.28, -2.53, -4.00], [-2.66, -1.86, -3.64], [-2.38, -0.48, -3.24], [-0.52, -2.82, -2.76], [-0.73, -1.89, -4.69], [-1.27, -3.46, -4.57], [-3.31, -2.35, -2.91], [-3.13, -1.85, -4.63], [-1.87, -0.57, -2.43], [-0.50, -1.98, -2.30], [-0.40, 3.98, 0.87], [-0.16, 4.36, -0.63], [-0.56, 3.30, -1.50], [0.37, 2.95, 1.47], [-1.42, 3.66, 1.10], [-0.31, 4.87, 1.50], [0.88, 4.59, -0.86], [-0.71, 5.29, -0.71], [-0.01, 2.55, -1.26], [0.49, 2.28, 0.80], [-2.23, -2.92, 1.67], [-2.76, -2.65, 0.20], [-2.44, -3.69, -0.66], [-0.85, -2.79, 1.83], [-2.60, -3.91, 1.91], [-2.64, -2.14, 2.32], [-2.39, -1.69, -0.17], [-3.84, -2.53, 0.09], [-2.09, -3.34, -1.47], [-0.59, -2.01, 1.33], [4.27, 2.04, -2.02], [3.60, 3.30, -1.53], [2.87, 2.95, -0.35], [3.45, 1.01, -2.44], [4.89, 1.65, -1.21], [4.89, 2.35, -2.86], [3.04, 3.88, -2.26], [4.39, 4.01, -1.27], [2.06, 2.53, -0.65], [2.96, 0.61, -1.72], [0.31, -1.26, 4.39], [-1.10, -1.57, 4.90], [-2.11, -0.63, 4.52], [0.83, -0.16, 5.14], [0.46, -1.12, 3.32], [0.96, -2.11, 4.58], [-1.11, -1.56, 5.99], [-1.33, -2.58, 4.56], [-1.87, -0.25, 3.67], [0.49, 0.65, 4.75]],
  "lowdin_charge": [0.9863, 0.2764, -0.3286, -0.3627, -0.2464, -0.3077, -0.0326, 0.0178, -0.0435, -0.0632, -0.0710, 0.0040, -0.0864, -0.0400, 0.0646, -0.0343, 0.0238, -0.0191, -0.1462, -0.1770, -0.0782, -0.1271, 0.1215, 0.1122, 0.1048, 0.1113, -0.0292, 0.0012, -0.2173, -0.1994, -0.0677, -0.0865, 0.1069, 0.1124, 0.1041, 0.1142, 0.0045, 0.0003, -0.1433, -0.1923, 0.0007, 0.0356, 0.1359, 0.1283, 0.1021, 0.1424, 0.0513, 0.0367, -0.2769, -0.2157, -0.0942, -0.0382, 0.1182, 0.1214, 0.1214, 0.1155, -0.0023, 0.0299, -0.2180, -0.1526, 0.0772, -0.0115, 0.0842, 0.1296, 0.1394, 0.1366, 0.0352, 0.1013],
  "homo_energy_ev": [-9.312, -9.304],
  "homo_lumo_gap_ev": [7.3, 2.7],
  "charge": 0,
  "multiplicity": 3
}

{
  "formula": "C7H3MgNO5",
  "method": "wB97M-V/def2-TZVPD",
  "species": ["O", "C", "Mg", "O", "C", "C", "O", "C", "O", "C", "O", "C", "C", "N", "H", "H", "H"],
  "coordinates": [[-4.45, 0.88, -2.19], [-3.45, 0.66, -1.69], [0.92, 0.97, 0.18], [-0.23, 4.04, -1.07], [-0.08, 2.95, -0.75], [3.00, 1.52, 0.97], [3.98, 2.05, 1.27], [0.94, 0.56, -2.31], [1.20, 0.72, -3.43], [-0.90, 1.56, 1.83], [-1.47, 2.17, 2.60], [0.10, -3.49, 0.88], [0.03, -2.08, 0.51], [0.07, -0.94, 0.25], [0.00, -4.12, -0.03], [-0.73, -3.73, 1.60], [1.08, -3.71, 1.37]],
  "lowdin_charge": [0.0453, -0.0139, 0.5593, 0.2032, 0.0497, 0.1210, 0.2108, 0.0666, 0.1627, 0.0464, 0.1819, 0.0010, -0.1139, 0.0990, 0.1264, 0.1264, 0.1279],
  "relative_energy_kj_mol": 0.0,
  "homo_energy_ev": -18.811,
  "homo_lumo_gap_ev": 10.0,
  "charge": 2
}

{
  "formula": "C6H14N2",
  "method": "wB97M-V/def2-TZVPD",
  "species": ["C", "C", "C", "N", "C", "C", "C", "N", "H", "H", "H", "H", "H", "H", "H", "H", "H", "H", "H", "H", "H", "H"],
  "coordinates": [[0.23, 2.59, -0.48], [-0.13, 1.37, -1.31], [0.37, 0.05, -0.66], [0.72, -2.52, 0.63], [-0.44, -1.80, 0.81], [-0.61, -0.57, 0.30], [-1.55, -2.47, 1.58], [1.58, 3.12, -0.65], [0.06, 2.34, 0.58], [-0.49, 3.39, -0.59], [-1.20, 1.29, -1.48], [0.36, 1.41, -2.29], [1.29, 0.33, -0.16], [0.62, -0.69, -1.43], [0.84, -3.40, 1.10], [1.54, -2.00, 0.37], [-1.63, -0.18, 0.29], [-1.26, -3.36, 2.14], [-1.99, -1.75, 2.27], [-2.36, -2.73, 0.89], [1.80, 3.13, -1.64], [2.25, 2.45, -0.27]],
  "lowdin_charge": [-0.3131, -0.2077, -0.2260, 0.1050, -0.4244, -0.1125, -0.0477, -0.0078, 0.1124, 0.0979, 0.1008, 0.0998, 0.0934, 0.1078, 0.0871, 0.0846, 0.1072, 0.0673, 0.0759, 0.0824, 0.0611, 0.0565],
  "relative_energy_kj_mol": 79.4,
  "homo_energy_ev": -7.707,
  "homo_lumo_gap_ev": 8.7,
  "charge": 0,
  "smiles": "C/C(N)=C/CCCN"
}

{
  "formula": "C3H9NO2",
  "method": "wB97M-V/def2-TZVPD",
  "species": ["C", "C", "C", "O", "H", "H", "H", "H", "H", "H", "N", "O", "H", "H", "H"],
  "coordinates": [[-0.66, 0.21, -1.29], [-1.65, 0.83, -0.32], [1.91, -0.19, 0.35], [2.01, 0.90, 0.87], [2.44, -0.57, -0.53], [-0.42, 0.90, -2.10], [-1.05, -0.71, -1.75], [-1.28, 1.80, 0.03], [-1.78, 0.20, 0.56], [-2.62, 0.97, -0.78], [0.99, -1.14, 0.84], [0.30, -0.78, 2.00], [0.68, 0.10, 2.21], [0.93, -2.13, 0.63], [0.21, -0.38, -0.73]],
  "lowdin_charge": [-0.1801, -0.1671, -0.3402, 0.0376, 0.1420, 0.0643, 0.0569, 0.0641, 0.0518, 0.0597, -0.0646, -0.0227, 0.1006, 0.1509, 0.0468],
  "relative_energy_kj_mol": 329.0,
  "homo_energy_ev": -9.303,
  "homo_lumo_gap_ev": 10.1,
  "charge": 0,
  "smiles": "O=CNO.CC"
}

{
  "formula": "C31H38ClN13O2SiV",
  "method": "wB97M-V/def2-TZVPD",
  "species": ["V", "C", "C", "C", "C", "C", "N", "C", "C", "C", "N", "C", "C", "C", "C", "C", "C", "C", "C", "N", "C", "C", "C", "N", "C", "C", "C", "C", "O", "C", "O", "H", "H", "H", "H", "H", "H", "H", "H", "H", "H", "H", "H", "H", "H", "H", "H", "H", "H", "H", "H", "H", "H", "H", "H", "H", "H", "H", "H", "N", "C", "N", "N", "N", "N", "C", "N", "N", "N", "N", "H", "Cl", "C", "Si", "C", "C", "C", "C", "H", "H", "H", "H", "H", "H", "H", "H", "H"],
  "coordinates": [[-0.38, 0.61, -0.45], [4.35, 1.10, 5.15], [3.41, 1.09, 3.97], [2.27, 1.86, 3.95], [1.39, 1.89, 2.84], [0.30, 2.74, 2.69], [-0.28, 3.61, 3.58], [-0.34, 3.39, 5.02], [-0.87, 2.01, 5.41], [-2.35, 1.80, 5.01], [-2.56, 0.83, 3.97], [-2.54, -0.52, 4.26], [-2.22, -1.53, 3.35], [-2.48, -2.88, 3.69], [-2.22, -3.93, 2.83], [-2.60, -5.35, 3.17], [-1.68, -3.64, 1.58], [-1.39, -2.33, 1.18], [-1.13, -2.09, -0.30], [-0.07, -1.24, -0.76], [0.61, -1.74, -1.94], [1.86, -2.59, -1.61], [3.09, -1.71, -1.41], [2.74, -0.67, -0.47], [3.24, -0.67, 0.68], [2.85, 0.24, 1.75], [3.69, 0.29, 2.87], [1.67, 1.01, 1.71], [0.80, 0.92, 0.73], [-1.65, -1.23, 2.03], [-1.43, -0.01, 1.68], [3.98, 1.75, 5.94], [5.34, 1.47, 4.85], [4.48, 0.10, 5.56], [2.07, 2.50, 4.80], [-0.13, 2.80, 1.70], [-1.12, 4.01, 3.19], [-0.98, 4.17, 5.44], [0.66, 3.52, 5.44], [-0.73, 1.86, 6.48], [-0.27, 1.25, 4.89], [-2.78, 2.75, 4.69], [-2.92, 1.47, 5.89], [-2.09, 0.99, 3.07], [-2.91, -0.78, 5.25], [-2.93, -3.08, 4.66], [-2.78, -5.46, 4.24], [-1.82, -6.05, 2.87], [-3.52, -5.62, 2.65], [-1.50, -4.45, 0.88], [-1.12, -3.06, -0.80], [0.92, -0.89, -2.55], [-0.07, -2.34, -2.56], [2.05, -3.30, -2.42], [1.67, -3.16, -0.69], [3.34, -1.23, -2.36], [3.95, -2.31, -1.07], [4.04, -1.38, 0.95], [4.60, -0.31, 2.86], [-3.84, 1.63, -0.93], [-2.91, 2.58, -0.58], [-3.23, 3.84, -0.35], [-2.06, 4.43, -0.02], [-1.10, 3.56, -0.06], [-1.60, 2.36, -0.42], [-3.51, 0.31, -0.91], [-4.33, -0.73, -1.10], [-3.57, -1.81, -0.98], [-2.38, -1.39, -0.74], [-2.27, -0.08, -0.68], [-4.78, 1.92, -1.13], [-1.25, 0.57, -3.10], [1.49, 5.54, -2.10], [2.46, 4.00, -2.60], [4.14, 4.03, -1.72], [2.80, 4.11, -4.47], [1.56, 2.52, -2.09], [0.86, 1.67, -1.55], [1.96, 6.48, -2.42], [1.38, 5.56, -1.01], [0.48, 5.50, -2.52], [4.72, 4.93, -1.94], [4.74, 3.16, -1.99], [3.97, 3.98, -0.64], [3.25, 5.07, -4.73], [1.86, 4.01, -5.03], [3.47, 3.31, -4.80]],
  "lowdin_charge": [0.8043, -0.0713, -0.3021, -0.0079, -0.1228, -0.0648, 0.0158, -0.2283, -0.1645, -0.2144, -0.0263, -0.0964, -0.1494, -0.0417, -0.3223, -0.0856, -0.0424, -0.1021, -0.2326, -0.1494, -0.2839, -0.1726, -0.2482, 0.0641, -0.1131, -0.1142, -0.0370, -0.1890, -0.2294, -0.2873, -0.1121, 0.0636, 0.0697, 0.0698, 0.0844, 0.0778, 0.1184, 0.1107, 0.0840, 0.1010, 0.1043, 0.1068, 0.1017, 0.0976, 0.0997, 0.0983, 0.0591, 0.0626, 0.0680, 0.1016, 0.1393, 0.0582, 0.1010, 0.0966, 0.1068, 0.1124, 0.0972, 0.1130, 0.1021, 0.1643, -0.4526, 0.0100, -0.0975, -0.0588, -0.0349, -0.4361, 0.0765, 0.0793, -0.1005, -0.0685, 0.1388, -0.0132, -0.1980, 0.4235, -0.2038, -0.2056, -0.1896, -0.2648, 0.0114, 0.0224, 0.0250, 0.0107, 0.0165, 0.0213, 0.0108, 0.0206, 0.0141],
  "relative_energy_kj_mol": 347.5,
  "homo_energy_ev": [-0.310, -2.204],
  "homo_lumo_gap_ev": [4.7, 6.6],
  "charge": -2,
  "multiplicity": 4
}